15
Properties=species:S:1:pos:R:3:forces:R:3:mulliken_charge:R:1 method="wB97M-V/def2-TZVPD" lumo_energy_ev="-0.08 / -0.45" de_lowest_kj_mol=447.8 gap_ev="7.2 / 8.0" fmax_ev_per_a=3.2 homo_ev="-7.2393 / -8.4497" energy_ha=-2881.911221
C -1.115661 1.444435 0.069671 -0.536 -0.497 0.327 -0.0818
C -0.422233 0.800343 -0.988510 -1.419 -0.075 0.934 -0.5433
C -1.635361 0.456185 0.884585 1.788 2.004 -1.761 -0.3778
C -0.609945 -0.585948 -0.797074 1.085 0.318 0.073 0.5297
C -0.107737 -1.768408 -1.361801 -0.770 -0.226 -1.073 -1.0196
C 1.941025 0.208135 1.332191 2.553 -0.554 -1.160 -0.6835
O -1.258774 -0.714270 0.414297 -0.437 -2.266 0.028 -0.3346
Br 2.691644 -0.567554 -0.280282 -0.409 0.675 1.399 -0.0893
H -1.274026 2.484964 0.309380 0.342 0.091 -0.373 0.3643
H 0.129395 1.347790 -1.699769 0.483 -0.020 -0.960 0.4555
H -1.901210 0.591210 1.883228 -0.973 -0.421 1.303 0.4162
H 0.228252 -1.821379 -2.467796 -0.432 0.156 2.333 0.2763
H -0.301240 -2.695640 -0.762079 0.326 0.906 -0.952 0.2613
H 2.731951 0.559198 1.992186 -0.566 -0.077 -0.098 0.3548
H 0.903914 0.260934 1.471772 -1.037 -0.014 -0.021 0.4719

---

15
Properties=species:S:1:pos:R:3:forces:R:3:mulliken_charge:R:1 method="wB97M-V/def2-TZVPD" lumo_energy_ev=0.74 de_lowest_kj_mol=290.2 smiles="Brc1ccco1.C=C" gap_ev=9.3 fmax_ev_per_a=4.7 homo_ev=-8.5689 energy_ha=-2881.971257
Br 2.581453 -0.696089 -0.030142 -0.849 0.986 0.237 -0.1178
C 1.356312 0.764400 0.028266 -0.508 1.220 -1.145 -0.0279
C 0.378183 1.308423 0.850006 1.762 -2.851 1.365 0.0767
C -0.057370 2.488272 0.245284 2.958 -1.264 -3.234 -0.7457
C 0.653551 2.595061 -0.972956 -2.784 0.228 3.805 -0.3414
O 1.431322 1.588450 -1.104382 2.719 -3.315 0.662 -0.2546
H 0.134773 0.785442 1.835954 0.068 1.251 -1.596 0.3931
H -0.834377 3.027595 0.547134 -2.800 2.476 1.218 0.5120
H 0.740838 3.288001 -1.731082 -0.334 1.484 -1.308 0.5167
C -1.507086 -2.910185 -0.166478 0.117 -0.683 -0.752 -0.6284
C -0.556047 -2.052743 0.227855 -1.754 -0.440 0.849 -0.1999
H -1.363781 -3.977892 -0.200976 0.815 -0.369 0.478 0.2351
H -2.497711 -2.821446 -0.640121 0.499 1.390 0.389 0.2400
H -0.785245 -1.000083 0.341189 0.138 0.038 -0.454 0.1057
H 0.325191 -2.387205 0.770442 -0.046 -0.152 -0.514 0.2362

---

14
Properties=species:S:1:pos:R:3:forces:R:3:mulliken_charge:R:1 method="wB97M-V/def2-TZVPD" lumo_energy_ev=0.90 de_lowest_kj_mol=353.5 gap_ev=10.5 fmax_ev_per_a=6.1 homo_ev=-9.5875 energy_ha=-692.849583
C 0.697987 0.367672 -0.466041 5.871 0.161 1.596 -0.2919
C -0.438803 0.010831 -0.565537 -0.412 0.275 -0.333 0.1722
C 3.103629 1.615236 0.336013 0.241 0.150 0.069 -0.6699
C 2.603557 0.446534 0.031113 -5.333 0.058 -1.467 0.3795
C -2.321400 -1.121607 0.490510 -0.149 0.018 -0.120 -1.0687
C -1.851701 -0.288290 -0.704801 -0.108 -0.245 0.223 -0.4352
Cl 3.282252 -1.086106 -0.023589 0.232 -0.206 0.040 -0.1184
H 4.139196 1.715484 0.625488 0.118 -0.133 0.021 0.2941
H 2.508915 2.510640 0.305238 -0.197 -0.010 -0.044 0.2820
H -3.401205 -1.241976 0.462662 -0.111 -0.077 0.043 0.3242
H -1.858425 -2.106088 0.474725 0.020 -0.037 0.025 0.3043
H -2.046554 -0.631998 1.421540 -0.024 0.023 0.068 0.3164
H -2.410177 0.649453 -0.753512 -0.011 -0.070 -0.095 0.2605
H -2.007273 -0.839784 -1.633804 -0.135 0.092 -0.026 0.2508

---

30
Properties=species:S:1:pos:R:3:forces:R:3:mulliken_charge:R:1 method="wB97M-V/def2-TZVPD" lumo_energy_ev=0.26 de_lowest_kj_mol=30.7 smiles=ClC(Cl)Cl.ClC(Cl)Cl.ClC(Cl)Cl.ClC(Cl)Cl.ClC(Cl)Cl.ClCCl gap_ev=11.3 fmax_ev_per_a=0.8 homo_ev=-11.0220 energy_ha=-8056.055323
Cl 14.401826 6.192879 4.318307 -0.056 0.133 -0.078 -0.1278
C 15.702529 5.882454 3.173193 -0.267 -0.272 -0.338 0.7707
Cl 15.651903 6.963758 1.766671 -0.001 -0.018 0.358 -0.1272
Cl 15.621983 4.196274 2.604491 0.176 0.255 0.222 -0.1349
H 16.626179 6.049688 3.708316 0.133 -0.091 -0.130 -0.4101
Cl 18.414811 10.461921 7.879771 0.042 -0.244 -0.028 -0.1124
C 19.264514 9.183513 8.754920 -0.025 0.114 0.486 0.4753
Cl 18.448273 8.866316 10.303461 0.277 0.090 -0.202 -0.1438
Cl 20.975947 9.615353 8.976501 -0.327 -0.064 0.114 -0.1095
H 19.239418 8.259871 8.194344 -0.116 0.150 -0.088 -0.1192
Cl 18.213332 4.377874 5.528297 0.160 -0.299 0.139 -0.0667
C 19.549005 4.188058 6.693305 -0.405 0.412 -0.132 0.1939
Cl 20.146781 2.548495 6.773837 0.049 -0.125 -0.177 -0.1240
Cl 19.021408 4.721253 8.288970 0.022 0.138 0.108 -0.1281
H 20.325462 4.860295 6.352611 0.137 -0.128 0.063 0.1347
Cl 23.248573 12.823808 4.535670 -0.235 0.002 0.278 -0.1291
C 22.146441 12.695821 5.916785 -0.311 -0.014 -0.088 -0.0345
Cl 20.823049 11.551098 5.588060 0.328 0.154 -0.024 -0.0243
Cl 21.463372 14.257958 6.377976 0.166 -0.046 -0.126 -0.1193
H 22.690156 12.316931 6.770241 0.113 -0.056 -0.045 0.2904
Cl 19.685364 9.568428 -0.031433 -0.132 0.127 -0.047 -0.1162
C 19.053222 11.069754 0.654294 0.224 -0.358 0.630 -0.0204
Cl 19.168349 11.002276 2.440193 -0.075 0.105 -0.238 -0.0498
Cl 17.397981 11.379378 0.160974 0.206 0.045 -0.079 -0.1099
H 19.722791 11.869916 0.372026 -0.230 0.122 -0.277 0.3053
Cl 20.404182 7.690378 6.098404 -0.135 -0.032 -0.297 -0.1580
C 19.757155 8.491309 4.649030 0.350 0.265 -0.297 -0.2213
Cl 18.892598 7.411820 3.566486 0.016 -0.120 -0.049 -0.1227
H 19.093703 9.309414 4.906974 -0.070 -0.169 0.370 0.1712
H 20.612945 8.889018 4.114094 -0.014 -0.072 -0.027 0.3677

---

19
Properties=species:S:1:pos:R:3:forces:R:3:mulliken_charge:R:1 method="wB97M-V/def2-TZVPD" lumo_energy_ev="3.10 / 2.96" de_lowest_kj_mol=141.7 gap_ev="7.4 / 7.1" fmax_ev_per_a=3.7 homo_ev="-4.3498 / -4.1187" total_charge=-1 energy_ha=-1777.064675
C -0.888057 1.224989 1.104787 -1.447 -2.806 -0.327 0.3950
C -0.194891 -1.303881 -0.161325 -2.014 0.853 3.030 -0.0871
C -0.086533 -0.023977 0.697053 2.118 -0.531 -1.526 -0.2363
C 0.332932 -1.322322 1.278694 0.459 1.317 -1.930 0.8230
C -1.547099 -1.912309 -0.473014 -0.270 0.496 -0.717 -1.4521
C 1.200132 2.394770 -1.043116 -0.205 -1.662 -0.771 -0.8519
O -2.096692 0.985326 1.187894 -1.074 -0.452 -0.029 -0.6921
O -0.284529 2.241643 1.281491 1.733 2.805 0.911 -0.7081
O 2.300200 -0.004434 -1.321013 0.597 -0.629 -1.087 -0.5487
S 2.099257 1.015364 -0.271679 -1.813 0.123 0.800 0.4307
Cl -0.508669 -1.944862 2.628404 -0.890 -0.622 0.726 -0.2116
Cl 2.042756 -1.637774 1.416672 1.005 -0.401 0.407 -0.2150
H 0.412248 -1.415029 -1.009131 1.814 0.117 -0.650 0.4238
H -1.416849 -2.800141 -1.152560 -0.334 0.885 0.638 0.3727
H -2.065039 -1.066810 -0.952736 -0.285 -0.696 -0.360 0.3006
H -2.168825 -2.148178 0.389024 0.281 -0.163 0.119 0.2879
H 0.728402 2.852297 -0.210844 -0.108 1.159 0.520 0.3780
H 0.396844 1.912258 -1.598397 -0.183 -0.166 -0.058 0.2333
H 1.744411 2.953066 -1.790203 0.616 0.372 0.302 0.3578

---

17
Properties=species:S:1:pos:R:3:forces:R:3:mulliken_charge:R:1 method="wB97M-V/def2-TZVPD" lumo_energy_ev="-0.43 / -0.43" de_lowest_kj_mol=485.4 gap_ev="8.3 / 8.3" fmax_ev_per_a=4.0 homo_ev="-8.7055 / -8.7072" energy_ha=-877.580016
C -2.410331 0.742316 -0.485899 3.621 -1.701 0.279 -0.7810
C -1.667043 1.504721 0.382629 -1.831 1.500 0.119 -0.3999
C -1.752476 -0.394134 -0.995284 0.037 0.817 1.208 -0.4874
C -0.415750 1.187736 0.752299 1.291 -0.629 0.779 -0.3438
C -0.558742 -0.856993 -0.489762 0.118 1.257 0.497 -0.7233
C 0.094819 -0.012566 0.407441 1.146 -2.380 -1.016 1.1736
N 1.988164 -1.471955 0.674410 -0.871 1.452 2.158 -0.5904
N 1.358031 -0.301141 0.984502 2.170 -2.322 -1.625 -0.2020
O 2.391538 0.777369 -0.314494 -2.382 1.852 1.039 -0.3485
Cl 3.565849 -0.126694 -0.703394 2.622 -0.904 -1.339 -0.0182
H -3.365561 0.953225 -0.764330 -2.420 0.798 -0.807 0.5142
H -2.079891 2.392901 0.802571 -0.423 0.632 0.106 0.3500
H -2.145803 -0.886441 -1.803173 -1.329 -1.430 -1.632 0.4335
H 0.277402 1.687884 1.377076 -0.094 1.285 0.688 0.4523
H -0.110969 -1.780036 -0.777869 0.021 -0.496 -0.408 0.3358
H 2.902874 -1.471520 1.215154 -1.764 -0.584 -1.359 0.3426
H 1.927891 -1.944665 -0.261876 0.090 0.852 1.313 0.2927

---

18
Properties=species:S:1:pos:R:3:forces:R:3:mulliken_charge:R:1 method="wB97M-V/def2-TZVPD" lumo_energy_ev=-0.72 de_lowest_kj_mol=251.7 gap_ev=8.4 fmax_ev_per_a=4.8 homo_ev=-9.1157 energy_ha=-952.921237
O -3.582548 0.769138 -0.036334 -1.353 0.494 -0.506 -0.5187
C -2.492513 0.409722 -0.302119 1.903 -1.896 2.578 0.4929
O -1.576754 1.058181 -0.993565 1.572 -0.149 0.042 -0.4798
C -1.901330 -0.982816 0.356814 0.565 1.170 -2.601 -0.3945
N -0.462875 -0.898751 0.221142 -1.325 -0.232 -1.244 -0.3560
C 0.410856 -1.115112 1.076989 -2.582 0.038 2.948 0.1442
C 1.755281 -1.092054 0.713539 4.343 1.076 -0.688 -0.3026
N 2.444954 -0.383632 -0.099060 -0.372 -1.322 0.083 -0.4180
C 1.965962 0.496594 -1.005919 -1.960 3.533 2.507 0.0297
C 1.360875 1.702234 -0.768500 0.690 -1.657 0.206 -0.6772
Cl 0.964620 2.373540 0.766982 -0.118 -0.333 0.096 -0.1220
H -0.645695 0.671817 -0.746860 -1.991 0.390 -0.878 0.4353
H -2.204605 -1.663172 -0.490152 0.078 0.043 1.266 0.2331
H -2.250178 -1.273166 1.337870 -0.492 0.205 0.116 0.4212
H 0.217905 -1.262183 2.214962 0.041 -0.226 -1.720 0.3027
H 2.441064 -1.694015 1.257216 0.096 -0.870 1.054 0.4012
H 2.420811 0.542769 -1.918159 0.846 -0.818 -2.767 0.3513
H 1.134178 2.340906 -1.584850 0.061 0.554 -0.491 0.4569